# 1
{"formula": "C26H78O13", "method": "the ωB97M-V functional and the def2-TZVPD basis", "species": ["O", "O", "O", "O", "O", "O", "O", "O", "O", "O", "O", "O", "O", "C", "C", "C", "C", "C", "C", "C", "C", "C", "C", "C", "C", "C", "C", "C", "C", "C", "C", "C", "C", "C", "C", "C", "C", "C", "C", "H", "H", "H", "H", "H", "H", "H", "H", "H", "H", "H", "H", "H", "H", "H", "H", "H", "H", "H", "H", "H", "H", "H", "H", "H", "H", "H", "H", "H", "H", "H", "H", "H", "H", "H", "H", "H", "H", "H", "H", "H", "H", "H", "H", "H", "H", "H", "H", "H", "H", "H", "H", "H", "H", "H", "H", "H", "H", "H", "H", "H", "H", "H", "H", "H", "H", "H", "H", "H", "H", "H", "H", "H", "H", "H", "H", "H", "H"], "positions_angstrom": [[-1.474, 1.636, -5.663], [-1.067, 2.733, 7.656], [4.845, 3.642, -0.352], [3.735, -4.649, -2.427], [0.471, -1.770, -6.494], [1.183, 5.399, -0.194], [-0.833, -0.649, 1.215], [-2.521, -6.380, -4.041], [4.491, -1.603, -5.339], [-2.513, 5.110, 2.594], [-3.580, -4.310, 5.374], [-7.635, 2.250, 1.465], [0.481, -5.985, 4.652], [0.872, -4.168, 3.480], [-6.542, 0.905, 2.962], [-0.922, 2.647, -4.843], [-3.631, 6.158, 4.509], [1.544, 6.745, -0.454], [3.645, -5.944, -0.453], [-2.378, 6.053, 3.628], [0.225, -2.779, -7.527], [4.165, -4.693, -1.102], [-5.137, -2.573, 6.089], [4.914, -0.468, -4.568], [-3.631, -2.916, 5.856], [5.533, 0.454, -5.563], [0.773, -2.397, -8.864], [0.466, 7.382, -1.388], [0.536, 2.693, -5.125], [-0.387, 2.433, 6.442], [-1.405, -5.661, -3.612], [-0.815, 0.015, -0.110], [0.315, -5.585, 3.374], [4.612, 2.452, 0.418], [4.570, 2.726, 1.959], [-6.309, 1.833, 1.788], [-1.308, -5.811, -2.093], [0.734, 3.527, 6.367], [0.046, -0.969, -1.035], [5.465, 1.786, 0.294], [1.343, -1.964, -6.142], [4.788, 0.757, -6.299], [-3.876, 5.145, 4.826], [-0.532, -5.987, -4.178], [-1.245, 2.503, -3.812], [-1.426, 5.877, 4.129], [3.817, -6.903, -0.941], [0.868, 8.150, -2.049], [3.894, -3.769, -0.592], [3.546, 3.007, 2.207], [0.278, 4.515, 6.423], [-1.098, 0.781, -5.441], [1.343, 3.576, 7.271], [-2.311, -5.672, -1.691], [1.940, -4.124, 3.693], [-1.457, -0.262, 1.832], [-0.851, -2.929, -7.625], [0.370, -3.015, -9.666], [-3.493, 6.796, 5.383], [-2.999, -2.828, 6.740], [0.200, -0.412, -1.960], [-0.574, -5.231, -1.535], [5.080, 3.659, 2.194], [-0.965, -6.831, -1.922], [1.883, 4.775, -0.395], [0.507, -1.368, -9.109], [-2.419, -7.283, -3.730], [-0.737, -5.557, 3.090], [-6.752, 1.314, 3.950], [0.030, 6.752, -2.164], [0.835, -6.313, 2.751], [0.871, 1.709, -4.797], [4.908, -1.717, -6.196], [1.058, 3.503, -4.617], [-1.685, 4.911, 2.152], [-5.275, -1.589, 6.536], [0.060, 1.440, 6.417], [0.922, -3.700, 2.497], [-3.204, -2.184, 5.170], [-5.693, 2.691, 2.058], [0.364, -3.535, 4.207], [-0.342, 0.989, 0.020], [-7.395, 0.238, 2.839], [4.248, -6.032, 0.451], [4.122, -0.080, -3.928], [0.803, 2.744, -6.181], [-5.837, -2.711, 5.264], [-0.442, -1.920, -1.247], [5.692, 4.011, -0.093], [1.476, 3.452, 5.573], [-1.517, -4.615, -3.899], [5.823, 1.419, -5.146], [0.019, -6.809, 4.825], [-5.886, 1.347, 0.909], [-7.974, 2.817, 2.163], [-2.686, -4.479, 5.067], [5.254, -4.648, -1.088], [-5.693, 0.223, 3.001], [3.711, 1.906, 0.139], [1.086, -0.949, -0.709], [-1.484, 2.010, 8.131], [2.582, 6.843, -0.772], [3.989, -3.758, -2.679], [0.705, -3.742, -7.357], [5.649, -0.839, -3.853], [4.937, 1.945, 2.624], [2.612, -5.919, -0.106], [-5.612, -3.358, 6.677], [-1.864, 0.021, -0.404], [-1.012, 2.346, 5.553], [-2.279, 6.996, 3.091], [-1.338, 3.609, -5.140], [6.401, -0.080, -5.949], [1.842, -2.531, -9.026], [-0.389, 7.749, -0.820], [1.478, 7.281, 0.493], [-4.525, 6.562, 4.033]], "homo_lumo_gap_ha": 0.367, "energy_ha": -2015.2151, "relative_energy_kcal_mol": 158.5}

***

# 2
{"formula": "CH10N2O2", "method": "the ωB97M-V functional and the def2-TZVPD basis", "species": ["O", "O", "N", "N", "C", "H", "H", "H", "H", "H", "H", "H", "H", "H", "H"], "positions_angstrom": [[-1.576, 3.218, 1.831], [-3.123, -3.128, -0.439], [0.485, 0.394, -0.277], [2.830, -0.324, -0.866], [1.704, -0.364, 0.025], [3.361, 0.514, -1.016], [-1.573, 2.257, 1.562], [-3.224, -2.990, -1.390], [-1.989, 3.180, 2.750], [0.671, 1.349, -0.271], [-3.456, -2.369, 0.125], [2.064, 0.059, 0.920], [2.331, -0.492, -1.700], [1.275, -1.424, 0.022], [0.222, 0.119, -1.276]], "homo_lumo_gap_ha": 0.368, "energy_ha": -304.0411, "relative_energy_kcal_mol": 26.2}

***

# 3
{"formula": "C17H35F6MnN5O11S2", "method": "the ωB97M-V functional and the def2-TZVPD basis", "species": ["Mn", "S", "S", "F", "F", "F", "F", "F", "F", "O", "O", "O", "O", "O", "O", "O", "O", "O", "O", "O", "N", "N", "N", "N", "N", "C", "C", "C", "C", "C", "C", "C", "C", "C", "C", "C", "C", "C", "C", "C", "C", "C", "H", "H", "H", "H", "H", "H", "H", "H", "H", "H", "H", "H", "H", "H", "H", "H", "H", "H", "H", "H", "H", "H", "H", "H", "H", "H", "H", "H", "H", "H", "H", "H", "H", "H", "H"], "positions_angstrom": [[-2.557, -2.342, -1.373], [-3.261, 1.043, -1.847], [0.802, -1.497, -0.731], [1.953, -3.159, -2.613], [-0.738, 1.854, -2.169], [3.025, -2.896, -0.822], [-1.723, 1.229, -4.077], [-2.080, 3.141, -3.031], [1.245, -4.166, -0.759], [-3.014, -0.395, -1.541], [-0.631, -1.873, -0.851], [-1.945, -3.035, -3.249], [-0.409, 0.566, 5.759], [0.981, -1.294, 0.727], [-4.521, 1.251, -2.660], [6.670, 2.716, -1.692], [1.187, -0.466, -1.642], [-2.975, -2.270, 0.645], [1.640, 4.224, 2.618], [-3.176, 1.802, -0.530], [0.970, -0.554, 4.413], [4.413, 2.565, -1.780], [-0.260, 2.920, 2.363], [-0.246, -2.818, -4.676], [-3.697, -1.533, 2.586], [-1.163, -3.540, -4.034], [0.189, 2.144, 1.107], [4.051, 4.006, -2.122], [-3.730, -0.116, 2.146], [-0.011, -1.414, -4.524], [-3.772, -1.913, 4.026], [-1.841, 1.886, -2.863], [0.720, 0.337, 5.356], [1.783, -3.036, -1.290], [-1.727, 2.875, 2.538], [5.603, 2.088, -1.398], [0.453, 3.887, 2.895], [-3.299, -2.500, 1.770], [3.290, 1.642, -1.715], [2.250, -0.770, 3.703], [0.552, -3.336, -5.918], [-0.093, -1.240, 3.728], [2.523, 1.827, -2.468], [1.611, -3.573, -5.819], [0.282, -2.245, 3.532], [3.826, 4.081, -3.186], [3.528, 0.592, -1.550], [2.443, -1.819, 3.479], [-4.108, 0.517, 2.949], [4.861, 4.727, -2.007], [1.265, 2.228, 0.959], [2.266, -0.448, 2.662], [-3.293, -3.486, 2.261], [-0.150, 1.125, 1.292], [-3.952, -1.042, 4.655], [-0.197, -1.120, -3.491], [-2.744, 0.249, 1.857], [-2.746, -2.096, 4.343], [-0.543, -0.752, -5.207], [3.076, -0.516, 4.368], [2.848, 1.854, -0.741], [-1.996, 2.339, 3.449], [5.679, 1.042, -1.063], [-2.127, 3.887, 2.613], [1.661, 0.758, 5.742], [-4.376, -2.746, 4.388], [-4.390, 0.112, 1.309], [-0.384, -0.784, 2.782], [0.663, -2.679, -6.780], [0.069, -4.275, -6.191], [-1.182, -4.616, -4.267], [-1.035, -1.403, 4.252], [0.029, 4.294, 3.826], [-2.158, 2.445, 1.634], [3.183, 4.280, -1.523], [-0.376, 2.585, 0.286], [1.037, -1.358, -4.818]], "spin_multiplicity": 6, "homo_lumo_gap_ha": [0.285, 0.270], "energy_ha": -4316.7315, "relative_energy_kcal_mol": 58.0, "s_squared": 8.753}

***

Copy entry 2 word for word.
{"formula": "CH10N2O2", "method": "the ωB97M-V functional and the def2-TZVPD basis", "species": ["O", "O", "N", "N", "C", "H", "H", "H", "H", "H", "H", "H", "H", "H", "H"], "positions_angstrom": [[-1.576, 3.218, 1.831], [-3.123, -3.128, -0.439], [0.485, 0.394, -0.277], [2.830, -0.324, -0.866], [1.704, -0.364, 0.025], [3.361, 0.514, -1.016], [-1.573, 2.257, 1.562], [-3.224, -2.990, -1.390], [-1.989, 3.180, 2.750], [0.671, 1.349, -0.271], [-3.456, -2.369, 0.125], [2.064, 0.059, 0.920], [2.331, -0.492, -1.700], [1.275, -1.424, 0.022], [0.222, 0.119, -1.276]], "homo_lumo_gap_ha": 0.368, "energy_ha": -304.0411, "relative_energy_kcal_mol": 26.2}